ORCA calculation (wB97M-V/def2-TZVPD) on a structure of composition C18H30N6OPd.

Geometry as XYZ:
```
56
Properties=species:S:1:pos:R:3
Pd 4.91 -1.13 0.77
C 6.79 -2.69 -2.99
C 6.36 -1.97 -1.76
N 5.70 -2.47 -0.78
C 5.19 -3.83 -0.63
C 3.72 -3.74 -0.25
N 3.50 -2.81 0.90
C 3.61 -3.42 2.26
C 5.01 -3.31 2.84
N 5.53 -1.92 2.75
C 4.90 -0.94 3.66
C 5.38 0.48 3.35
N 5.59 0.59 1.91
C 6.22 1.55 1.32
C 6.62 2.82 1.97
C 6.62 1.24 -0.08
C 7.36 2.06 -0.91
C 7.79 1.54 -2.13
C 7.50 0.22 -2.47
C 6.74 -0.54 -1.58
N 6.31 0.00 -0.44
H 7.88 -2.79 -2.97
H 6.53 -2.10 -3.87
H 6.36 -3.68 -3.09
H 5.79 -4.33 0.13
H 5.30 -4.41 -1.55
H 3.33 -4.73 -0.01
H 3.15 -3.35 -1.09
H 2.54 -2.47 0.81
H 3.32 -4.47 2.23
H 2.89 -2.92 2.91
H 5.72 -3.95 2.31
H 5.00 -3.64 3.89
H 6.54 -1.92 2.84
H 5.14 -1.20 4.70
H 3.82 -1.02 3.56
H 6.32 0.69 3.87
H 4.63 1.19 3.69
H 6.21 2.93 2.97
H 6.29 3.66 1.36
H 7.72 2.87 2.03
H 7.62 3.07 -0.62
H 8.37 2.15 -2.81
H 7.86 -0.20 -3.39
C -20.74 4.54 -0.84
N -20.70 4.04 -2.19
C -21.88 4.04 -3.00
C -19.45 3.51 -2.71
O -18.48 3.52 -2.04
H -21.23 3.77 -0.22
H -21.37 5.43 -0.81
H -19.74 4.71 -0.48
H -22.11 5.08 -3.27
H -22.72 3.66 -2.42
H -21.73 3.46 -3.91
H -19.55 3.13 -3.73
```

Summary:
- 2S+1: 5
- Total charge: +4
- E: -1234.059697 Eh
- Max |F|: 0.136 eV/A
- Kohn-Sham gap (alpha / beta): 0.2657 / 0.1563 hartree

Partial charges, natural (NBO), in e: Pd 1.2606; C -0.7031; C 0.3675; N -0.4093; C -0.2684; C -0.2432; N -0.6160; C -0.2622; C -0.2592; N -0.5028; C -0.2663; C -0.2764; N -0.4219; C 0.4063; C -0.7114; C 0.1324; C -0.1460; C -0.0842; C -0.1675; C 0.2219; N -0.4363; H 0.2928; H 0.2814; H 0.2639; H 0.2350; H 0.2605; H 0.2545; H 0.2408; H 0.4302; H 0.2609; H 0.2380; H 0.2330; H 0.2664; H 0.4263; H 0.2738; H 0.2252; H 0.2477; H 0.2713; H 0.2674; H 0.2915; H 0.2927; H 0.2753; H 0.2831; H 0.2738; C -0.4740; N -0.0244; C -0.4697; C 0.4960; O -0.3612; H 0.2869; H 0.2687; H 0.2788; H 0.2877; H 0.2777; H 0.2536; H 0.1800

ORCA calculation (wB97M-V/def2-TZVPD) on an isolated molecule of C5H8O.

Geometry as XYZ:
```
14
Properties=species:S:1:pos:R:3
C 1.94 0.63 1.50
C 0.99 0.25 0.85
C -0.20 -0.20 0.09
C -0.96 1.02 -0.44
C 0.22 -1.13 -1.05
O -1.04 -0.98 0.93
H 2.77 0.97 2.07
H -1.20 1.71 0.38
H -0.36 1.57 -1.17
H -1.89 0.69 -0.91
H 0.71 -2.01 -0.64
H 0.90 -0.62 -1.73
H -0.67 -1.44 -1.60
H -1.24 -0.46 1.72
```

Summary:
- 2S+1: 1
- SMILES: C#CC(C)(C)O
- E: -270.486097 Eh
- Max |F|: 0.549 eV/A
- Kohn-Sham gap: 0.4085 hartree

Partial charges, natural (NBO), in e: C -0.2442; C -0.0273; C 0.1659; C -0.6127; C -0.6012; O -0.6998; H 0.2399; H 0.2123; H 0.2181; H 0.2195; H 0.2261; H 0.2152; H 0.2175; H 0.4707

ΔE to the lowest compared entry with this formula, charge and spin readings, ordered: 0.00; 188.50 kJ/mol